DFT (ωB97M-V with the def2-TZVPD basis set) results for a 7-piece molecular cluster, C27H40O21 overall at a distorted geometry.

Computed properties:
Kohn-Sham gap (spin up / spin down) (eV): 9.5 / 2.5
Energy above the lowest of the compared OMol25 structures with the same formula, charge and spin (kJ/mol): 250.99
HOMO energy (spin up / spin down) (eV): -12.223 / -12.220
⟨S²⟩: 0.76

```
! RIJCOSX wB97M-V def2-TZVPD def2/J DEFGRID3
* xyz 1 2
C 2.153 -3.202 5.933
C 1.410 -2.030 6.461
O 1.758 -0.945 5.627
C 2.526 -1.423 4.521
O 2.931 -0.695 3.674
O 2.839 -2.717 4.800
H 1.440 -3.979 5.658
H 2.847 -3.719 6.595
H 1.595 -1.841 7.518
H 0.336 -2.184 6.354
C 0.690 1.265 1.570
C -0.570 0.560 1.039
C -0.396 -0.748 0.396
O -1.236 -1.667 1.136
C -1.951 -0.982 1.987
O -2.717 -1.490 2.718
O -1.382 0.273 2.172
H 1.234 0.749 2.361
H 0.429 2.287 1.843
H 1.441 1.427 0.796
H -1.086 1.206 0.329
H 0.652 -0.994 0.568
H -0.624 -0.737 -0.670
C 6.547 -1.714 2.157
C 5.876 -0.893 0.997
C 4.495 -1.245 0.737
O 3.961 -0.096 0.093
C 4.578 0.904 0.737
O 4.326 2.098 0.522
O 5.567 0.431 1.429
H 7.258 -2.478 1.844
H 5.859 -2.230 2.827
H 7.132 -1.151 2.884
H 6.534 -0.989 0.133
H 4.038 -1.760 1.582
H 4.717 -2.023 0.007
C -3.501 -2.540 -1.388
C -3.073 -2.676 -2.847
C -2.854 -3.936 -3.603
O -3.824 -4.069 -4.480
C -4.597 -2.869 -4.488
O -5.616 -2.669 -5.173
O -4.099 -2.052 -3.551
H -2.696 -2.757 -0.685
H -4.421 -3.080 -1.164
H -3.658 -1.478 -1.202
H -2.346 -1.893 -3.064
H -2.831 -4.772 -2.904
H -1.917 -3.993 -4.157
C 6.332 2.560 3.892
C 4.968 3.152 3.709
C 3.832 2.252 4.234
O 2.961 3.082 4.906
C 3.650 4.170 5.310
O 3.313 4.962 6.154
O 4.793 4.370 4.517
H 6.754 2.744 4.880
H 7.006 3.173 3.293
H 6.443 1.513 3.609
H 4.700 3.251 2.657
H 4.235 1.458 4.864
H 3.338 1.739 3.409
C -7.477 2.640 -2.506
C -6.466 1.627 -1.778
C -5.220 1.225 -2.439
O -4.296 0.881 -1.446
C -4.483 1.852 -0.571
O -3.632 2.229 0.247
O -5.705 2.470 -0.899
H -7.183 3.672 -2.317
H -8.360 2.516 -1.879
H -7.861 2.484 -3.514
H -7.104 0.902 -1.271
H -4.691 1.857 -3.152
H -5.492 0.443 -3.148
C -3.306 0.395 -6.877
C -1.784 0.124 -6.689
C -1.092 1.586 -6.606
O -0.512 1.524 -5.317
C -0.702 0.340 -4.718
O -0.433 0.107 -3.514
O -1.594 -0.322 -5.383
H -3.790 0.733 -7.793
H -3.705 1.088 -6.136
H -3.875 -0.519 -6.707
H -1.403 -0.570 -7.438
H -1.718 2.398 -6.977
H -0.217 1.405 -7.231
*
```